No. 1
{"formula": "C15H16BF2NO2SiTc", "method": "ωB97M-V/def2-TZVPD", "energy_ha": -1381.0399, "homo_energy_ha": -0.445, "largest_force_ev_per_a": 1.0, "total_charge": 1, "mol_weight_g_mol": 417.19, "symbols": ["Tc", "F", "B", "F", "O", "N", "O", "C", "Si", "C", "C", "C", "C", "C", "C", "C", "H", "H", "H", "H", "H", "H", "H", "H", "H", "H", "H", "C", "C", "C", "C", "C", "C", "C", "H", "H", "H", "H", "H"], "xyz": [[-1.580, 0.066, -0.468], [-1.199, -0.392, 2.623], [-2.026, -0.071, 1.641], [-3.285, 0.197, 1.964], [-4.567, -1.805, -1.733], [-4.345, -0.770, -2.106], [-2.940, -0.246, -1.629], [-1.095, 3.111, -2.051], [-0.071, 1.732, -1.309], [1.341, 1.287, -2.438], [0.093, 1.807, 0.538], [1.273, 1.438, 1.210], [1.412, 1.689, 2.555], [0.364, 2.274, 3.273], [-0.820, 2.613, 2.649], [-0.954, 2.391, 1.282], [-0.463, 3.996, -2.156], [-1.953, 3.395, -1.442], [-1.459, 2.829, -3.038], [1.982, 2.153, -2.615], [0.933, 0.972, -3.400], [1.959, 0.481, -2.045], [2.082, 0.964, 0.666], [2.332, 1.432, 3.061], [0.486, 2.469, 4.330], [-1.628, 3.059, 3.211], [-1.863, 2.713, 0.784], [-0.422, -1.153, -0.342], [0.501, -2.250, -0.307], [0.605, -3.016, 0.859], [1.457, -4.106, 0.877], [2.201, -4.425, -0.252], [2.108, -3.655, -1.405], [1.256, -2.566, -1.441], [0.024, -2.750, 1.731], [1.544, -4.708, 1.771], [2.859, -5.283, -0.234], [2.699, -3.908, -2.274], [1.161, -1.967, -2.337]], "forces_ev_per_a": [[-0.1996, 0.6996, 0.6636], [-0.0717, -0.1818, 0.0058], [0.3154, -0.0574, -0.2126], [-0.0904, -0.0254, 0.0611], [0.0465, -0.1624, 0.1383], [0.1116, 0.0948, -0.1816], [-0.5087, -0.0120, -0.0363], [0.0452, -0.0884, 0.2726], [0.1602, 0.0583, -0.8316], [0.0832, 0.0064, 0.4460], [-0.2741, 0.1644, -0.2937], [-0.0606, -0.2820, 0.1497], [-0.0084, -0.0369, 0.0138], [0.0357, 0.0341, -0.0081], [-0.0061, 0.0371, 0.0246], [-0.0160, 0.0135, -0.0211], [0.0179, 0.0091, -0.0445], [-0.0303, -0.0127, -0.0134], [0.0341, -0.0271, -0.0179], [-0.0178, 0.0312, -0.0149], [-0.0469, 0.0049, 0.0082], [0.0034, -0.0221, -0.0030], [0.0098, 0.0211, -0.0311], [0.0158, 0.0104, 0.0138], [-0.0006, -0.0191, 0.0132], [-0.0262, -0.0115, 0.0002], [0.0432, 0.1147, -0.0260], [0.6254, -0.4579, -0.0912], [-0.2214, 0.1145, 0.0018], [0.0714, -0.0478, 0.0333], [-0.0350, 0.0670, 0.0266], [0.0220, -0.0258, 0.0045], [-0.0132, 0.0814, -0.0197], [0.0281, -0.0665, -0.0163], [-0.0195, -0.0030, 0.0006], [-0.0108, -0.0084, 0.0057], [0.0186, -0.0003, 0.0061], [-0.0130, -0.0078, -0.0133], [-0.0172, -0.0061, -0.0131]]}



No. 2
{"formula": "C15H16BrN5", "method": "ωB97M-V/def2-TZVPD", "energy_ha": -3428.8821, "homo_energy_ha": -0.274, "largest_force_ev_per_a": 4.6, "total_charge": 0, "mol_weight_g_mol": 346.23, "symbols": ["C", "N", "C", "N", "C", "C", "C", "N", "C", "C", "C", "C", "C", "Br", "C", "N", "C", "C", "N", "C", "C", "H", "H", "H", "H", "H", "H", "H", "H", "H", "H", "H", "H", "H", "H", "H", "H"], "xyz": [[-2.733, 4.695, 2.934], [-1.886, 3.474, 3.111], [-1.587, 2.470, 2.237], [-0.663, 1.568, 2.673], [-0.191, 0.508, 1.938], [-0.502, 0.511, 0.597], [0.049, -0.467, -0.356], [1.015, -1.150, 0.144], [1.786, -2.058, -0.453], [3.025, -1.559, -1.012], [3.891, -2.595, -1.543], [3.544, -3.958, -1.426], [2.379, -4.291, -0.814], [2.097, -6.205, -0.710], [1.614, -3.393, -0.145], [-0.503, -0.601, -1.662], [0.260, -1.258, -2.781], [-1.770, -0.022, -1.906], [-2.166, 1.047, -1.201], [-1.353, 1.582, -0.037], [-2.242, 2.286, 0.921], [-3.683, 4.529, 2.453], [-2.767, 5.289, 3.851], [-2.269, 5.386, 2.144], [-1.358, 3.338, 3.970], [0.497, -0.236, 2.345], [3.232, -0.434, -0.963], [4.826, -2.278, -2.019], [4.052, -4.723, -2.026], [0.848, -3.913, 0.562], [-0.203, -1.143, -3.772], [1.298, -0.810, -2.902], [0.333, -2.325, -2.639], [-2.402, -0.431, -2.730], [-0.672, 2.279, -0.526], [-2.660, 3.231, 0.564], [-3.136, 1.659, 1.179]], "forces_ev_per_a": [[2.1306, 0.4184, -1.9097], [-0.5224, 0.0326, -0.2089], [2.7869, -2.0446, 1.2453], [-1.4479, 2.1921, 1.0940], [-1.3652, 1.3052, -2.8808], [-0.4424, -0.5964, -0.0169], [0.6415, -0.4846, 0.7485], [-1.9082, 1.6908, -0.0716], [2.7705, 0.6191, 0.4463], [0.2338, -2.2503, -0.6022], [-0.8948, 1.8611, 0.8445], [1.0005, 1.0374, -2.2342], [1.0222, -1.7622, 0.4718], [-0.3389, 0.5555, 0.1778], [-2.3058, -2.1234, 0.8751], [0.1341, -0.2332, -0.5311], [0.5813, 0.7966, 0.0737], [0.4334, 3.7262, 2.7203], [-0.0140, -2.9730, -1.2931], [0.3660, -1.4577, -2.0395], [-1.8385, 0.3146, 1.0172], [-0.6238, -0.5951, 0.6240], [-0.2479, -0.5415, -0.0932], [-0.0939, -0.7845, 1.1286], [-0.2838, 0.3274, -0.1871], [-0.4462, 0.3768, 0.2176], [-0.2399, -1.9917, -0.3306], [-0.3345, -0.3533, 0.1480], [0.1838, 0.4849, 0.5926], [0.9490, 1.8953, -1.3847], [-0.4349, 0.4134, 0.6005], [-1.3355, -0.5678, 0.4634], [0.2578, -0.2930, 0.2769], [0.7175, 0.4681, 0.7316], [0.2164, 0.4709, 0.0501], [0.1737, -0.1366, -0.3021], [0.5200, 0.2025, -0.4622]]}



No. 3
{"formula": "C15H16N4OS", "method": "ωB97M-V/def2-TZVPD", "e_above_lowest_kj_mol": 200.0, "energy_ha": -1273.6228, "homo_energy_ha": -0.306, "largest_force_ev_per_a": 0.9, "total_charge": 0, "mol_weight_g_mol": 300.39, "symbols": ["N", "C", "C", "C", "N", "C", "C", "C", "C", "C", "N", "C", "C", "S", "N", "C", "C", "C", "C", "C", "O", "H", "H", "H", "H", "H", "H", "H", "H", "H", "H", "H", "H", "H", "H", "H", "H"], "xyz": [[-2.678, -1.700, 2.554], [-1.985, -1.427, 1.687], [-1.077, -1.080, 0.626], [0.294, -1.763, 0.840], [1.329, -1.189, 0.010], [1.641, -1.911, -1.213], [0.485, -1.895, -2.175], [0.123, -0.722, -2.833], [-0.976, -0.736, -3.675], [-1.677, -1.924, -3.824], [-1.340, -3.044, -3.209], [-0.287, -3.027, -2.411], [1.809, 0.068, 0.210], [2.785, 0.826, -0.898], [1.503, 0.681, 1.375], [1.720, 2.086, 1.621], [0.436, 2.751, 1.998], [0.160, 3.803, 2.818], [-1.246, 3.983, 2.774], [-1.721, 3.025, 1.938], [-0.711, 2.271, 1.460], [-1.507, -1.388, -0.330], [-0.963, 0.008, 0.615], [0.209, -2.821, 0.582], [0.579, -1.715, 1.898], [2.509, -1.423, -1.664], [1.905, -2.940, -0.950], [0.701, 0.178, -2.686], [-1.280, 0.154, -4.203], [-2.548, -1.987, -4.463], [-0.049, -3.972, -1.938], [0.931, 0.212, 2.059], [2.131, 2.512, 0.696], [2.455, 2.234, 2.420], [0.866, 4.380, 3.379], [-1.816, 4.721, 3.298], [-2.711, 2.772, 1.617]], "forces_ev_per_a": [[-0.3862, -0.1784, 0.5041], [-0.1352, 0.0136, 0.0529], [0.4031, 0.1284, -0.4694], [-0.1255, 0.1007, 0.1806], [-0.0034, 0.1330, 0.2239], [0.1763, -0.1371, -0.2822], [-0.0597, -0.0810, -0.0923], [-0.0973, -0.0768, -0.0839], [0.0725, -0.0571, 0.0978], [-0.0731, 0.2114, -0.1115], [-0.3643, -0.4267, -0.1306], [0.3427, 0.1941, 0.1720], [0.1906, -0.0815, 0.0650], [0.4792, 0.4128, -0.5744], [-0.2856, -0.4378, 0.1770], [-0.0115, 0.2940, -0.1501], [0.3248, 0.4608, 0.6121], [0.2693, -0.5238, -0.3683], [-0.3570, -0.2968, -0.3557], [-0.3271, 0.6749, 0.4781], [0.2437, -0.2946, -0.2645], [0.0793, 0.0759, 0.0336], [0.0106, -0.1138, -0.0526], [0.0333, 0.0903, 0.1155], [-0.0708, -0.0805, -0.1101], [-0.1365, -0.2184, 0.1292], [-0.0376, 0.0575, -0.0087], [0.0682, 0.0820, 0.0447], [-0.0431, 0.0680, -0.0581], [-0.0629, 0.0891, -0.0815], [0.1270, -0.0543, 0.1161], [0.0048, -0.0615, -0.0901], [-0.0704, -0.1093, 0.2873], [-0.0936, 0.0510, -0.1274], [0.2177, 0.0747, 0.1260], [-0.1960, 0.1259, 0.0832], [-0.1063, -0.1086, -0.0876]]}



No. 4
{"formula": "C15H16N7ORu", "method": "ωB97M-V/def2-TZVPD", "spin_multiplicity": 5, "e_above_lowest_kj_mol": 0.0, "energy_ha": -1133.3227, "homo_energy_ha": [-0.693, -0.701], "s_squared": 6.084, "largest_force_ev_per_a": 2.3, "total_charge": 3, "mol_weight_g_mol": 411.41, "symbols": ["Ru", "O", "C", "C", "C", "C", "C", "C", "N", "H", "H", "H", "H", "H", "H", "H", "C", "C", "C", "C", "C", "C", "C", "C", "N", "H", "H", "H", "H", "H", "H", "N", "N", "N", "C", "N", "N", "H", "H", "H"], "xyz": [[9.046, 7.187, 8.939], [8.094, 5.558, 7.845], [8.981, 4.925, 6.921], [10.316, 5.661, 6.876], [11.476, 5.208, 6.209], [12.690, 5.932, 6.329], [12.731, 7.067, 7.142], [11.572, 7.523, 7.701], [10.408, 6.831, 7.553], [7.141, 5.548, 7.616], [8.571, 4.854, 5.898], [9.194, 3.889, 7.221], [11.459, 4.288, 5.613], [13.568, 5.555, 5.809], [13.641, 7.622, 7.321], [11.528, 8.385, 8.358], [8.551, 7.425, 10.898], [8.711, 6.508, 12.027], [7.643, 5.649, 12.376], [7.614, 5.051, 13.600], [8.700, 5.195, 14.498], [9.837, 5.870, 14.064], [9.884, 6.473, 12.814], [8.627, 4.632, 15.825], [8.547, 4.186, 16.885], [7.576, 7.937, 10.814], [9.381, 8.160, 10.855], [6.849, 5.512, 11.629], [6.761, 4.465, 13.910], [10.680, 5.921, 14.759], [10.774, 6.974, 12.421], [5.162, 10.674, 7.015], [6.462, 10.082, 7.228], [7.591, 10.798, 7.090], [8.547, 9.937, 7.502], [8.000, 8.776, 7.863], [6.653, 8.836, 7.699], [5.292, 11.412, 6.301], [4.550, 9.943, 6.644], [9.598, 10.202, 7.492]], "forces_ev_per_a": [[-1.5431, 0.2196, -0.1715], [-0.2300, 0.3647, 0.4232], [0.9147, -0.7895, -1.1644], [1.2288, 0.2906, -0.5251], [-0.0601, 0.2569, 0.1971], [-1.2946, -0.7310, 0.0366], [0.3669, 0.2660, -0.3155], [-0.3092, -0.8418, -0.1568], [0.7404, -0.3980, -0.3176], [0.6505, -0.1880, -0.1561], [-0.1288, 0.2995, 0.4832], [-0.2421, 0.2278, 0.1735], [-0.0777, 0.3731, 0.2821], [-0.0935, 0.1715, 0.1728], [0.1324, -0.0662, -0.1232], [0.0980, 0.1595, -0.1568], [-0.2194, 0.3605, 0.6207], [-0.1829, -0.1459, -0.7263], [-0.8106, -0.2504, -0.0499], [-0.9463, -0.3639, -0.4481], [-0.7661, -0.6222, 1.1989], [1.9381, 1.0338, -0.5420], [0.4250, -0.0958, 0.7392], [0.1090, 0.7576, -1.8602], [-0.0174, -0.2130, 0.5029], [0.1766, -0.2793, 0.2885], [0.1070, 0.2908, 0.3066], [0.0883, 0.0725, 0.6866], [-0.0538, -0.0835, -0.0464], [-0.0982, 0.0618, -0.4223], [-0.1928, -0.0656, 0.5753], [1.8978, -0.7870, -0.2034], [0.6299, -0.6361, 0.3246], [-0.3967, -1.3053, 0.3917], [-1.6402, 1.3622, -0.7100], [-0.7495, -0.3570, 0.5021], [0.5731, 2.0676, -0.5376], [0.0503, -0.3965, 0.5121], [0.1273, 0.0896, 0.1556], [-0.2012, -0.1097, 0.0597]]}



No. 5
{"formula": "C15H17BrFNO2S", "method": "ωB97M-V/def2-TZVPD", "energy_ha": -3859.0579, "homo_energy_ha": -0.333, "largest_force_ev_per_a": 1.4, "total_charge": 0, "mol_weight_g_mol": 374.27, "symbols": ["O", "S", "O", "C", "C", "C", "C", "C", "C", "C", "F", "Br", "H", "H", "H", "H", "H", "H", "C", "C", "C", "C", "C", "N", "C", "C", "C", "H", "H", "H", "H", "H", "H", "H", "H", "H", "H", "H"], "xyz": [[-1.393, 0.118, 6.122], [-0.179, -0.040, 6.908], [0.467, -1.321, 6.972], [-0.444, 0.631, 8.605], [0.300, 0.155, 9.685], [0.103, 0.722, 10.961], [-0.786, 1.790, 11.126], [-1.517, 2.251, 10.033], [-1.373, 1.662, 8.778], [1.044, 1.152, 6.210], [0.437, 2.375, 6.299], [2.838, 1.108, 7.062], [1.034, -0.627, 9.546], [0.641, 0.329, 11.816], [-0.926, 2.250, 12.100], [-2.232, 3.074, 10.143], [-1.962, 1.997, 7.925], [1.232, 0.928, 5.160], [-1.133, 9.958, 7.442], [-0.803, 8.505, 7.253], [-1.798, 7.514, 7.284], [-1.413, 6.164, 7.156], [-2.383, 5.019, 7.123], [-0.145, 5.800, 7.046], [0.796, 6.724, 6.922], [2.155, 6.160, 6.649], [0.511, 8.091, 7.037], [-2.203, 10.122, 7.602], [-0.614, 10.403, 8.304], [-0.840, 10.569, 6.577], [-2.844, 7.761, 7.407], [-3.421, 5.360, 7.180], [-2.258, 4.440, 6.193], [-2.192, 4.318, 7.954], [2.918, 6.938, 6.618], [2.428, 5.430, 7.420], [2.166, 5.632, 5.687], [1.323, 8.813, 6.959]], "forces_ev_per_a": [[1.1782, 0.2104, 0.7785], [-0.6925, 0.0128, 0.5981], [0.0029, 0.2757, 0.1493], [0.0239, -0.0274, -0.5136], [-0.1295, 0.3668, 0.3775], [-0.2233, 0.0917, -0.6823], [0.1397, -0.4302, -0.3529], [-0.2998, 0.0976, -0.2508], [0.1739, -0.0948, -0.1434], [0.0409, 0.5252, 0.1157], [0.6957, -0.3841, 0.1041], [-1.2250, 0.1020, -0.2554], [-0.0919, -0.0739, -0.0464], [0.0433, 0.0518, -0.1340], [0.0604, -0.0971, -0.1156], [0.3267, -0.3436, 0.0399], [0.1665, -0.0646, 0.2383], [-0.1806, -0.2179, 0.0933], [-0.0958, 0.5929, 0.0279], [-0.2970, -0.4557, 0.0474], [0.7402, -0.4538, -0.1126], [-0.3071, 0.5869, 0.2194], [-0.4106, -0.2700, 0.0784], [-0.1138, -0.3203, -0.4097], [-0.0705, 0.4367, 0.1937], [0.5129, 0.1192, 0.0193], [0.2541, -0.3714, -0.0806], [0.1383, -0.1442, -0.0545], [-0.0502, -0.3167, -0.1668], [-0.0370, -0.2750, 0.1001], [-0.0071, 0.1073, 0.0038], [0.1193, -0.0548, 0.0222], [0.0091, 0.2633, 0.3007], [-0.0220, 0.3712, -0.2754], [0.0343, 0.0070, 0.0085], [-0.1104, 0.1488, -0.1460], [-0.0981, 0.1117, 0.1983], [-0.1984, -0.0834, 0.0258]]}



No. 6
{"formula": "C15H17BrN5O6S2SeTl", "method": "ωB97M-V/def2-TZVPD", "e_above_lowest_kj_mol": 106.1, "energy_ha": -7251.4765, "homo_energy_ha": -0.096, "largest_force_ev_per_a": 0.6, "total_charge": -2, "mol_weight_g_mol": 790.71, "symbols": ["Tl", "Br", "C", "C", "C", "C", "C", "N", "C", "O", "O", "H", "H", "H", "N", "C", "C", "C", "N", "H", "H", "H", "H", "H", "H", "H", "H", "H", "H", "O", "S", "O", "O", "O", "Se", "C", "C", "C", "N", "C", "C", "H", "H", "H", "H", "S", "C", "N"], "xyz": [[0.722, -0.452, -1.007], [-3.839, -0.999, 2.001], [-3.613, -0.333, 0.205], [-4.327, 0.791, -0.152], [-4.178, 1.220, -1.462], [-3.374, 0.502, -2.322], [-2.677, -0.590, -1.831], [-2.792, -1.006, -0.563], [-1.799, -1.401, -2.767], [-2.346, -1.845, -3.774], [-0.583, -1.603, -2.432], [-4.935, 1.318, 0.567], [-4.672, 2.124, -1.793], [-3.228, 0.794, -3.351], [-0.143, -0.795, 1.225], [0.470, -1.696, 2.202], [-0.046, -3.126, 2.099], [0.439, -3.908, 0.886], [0.024, -3.245, -0.333], [0.009, 0.187, 1.437], [-1.148, -0.922, 1.162], [0.272, -1.337, 3.220], [1.553, -1.659, 2.053], [-1.144, -3.111, 2.106], [0.258, -3.663, 3.003], [0.084, -4.948, 0.974], [1.532, -3.942, 0.890], [-0.976, -3.095, -0.395], [0.333, -3.692, -1.186], [0.782, 3.310, -1.209], [-0.298, 2.345, -1.296], [-1.575, 2.927, -1.691], [0.074, 1.234, -2.310], [-0.435, 1.562, -0.011], [3.013, 0.313, 0.184], [2.811, 2.091, 0.861], [3.632, 3.098, 0.363], [3.557, 4.370, 0.903], [2.728, 4.720, 1.887], [1.926, 3.756, 2.339], [1.933, 2.452, 1.876], [4.307, 2.892, -0.458], [4.194, 5.158, 0.512], [1.231, 4.041, 3.124], [1.239, 1.736, 2.295], [2.557, -2.430, -1.838], [3.786, -1.770, -2.770], [4.660, -1.372, -3.421]], "forces_ev_per_a": [[0.5800, 0.1201, -0.1559], [0.0460, -0.0214, 0.0100], [-0.0058, -0.0458, 0.0291], [0.0252, 0.0496, -0.0235], [-0.0110, 0.0633, 0.0205], [0.0922, 0.0196, -0.0064], [-0.0179, 0.0108, -0.0922], [-0.0144, -0.0204, 0.0726], [0.0480, -0.1112, -0.1144], [-0.0073, 0.0737, 0.0709], [-0.1270, 0.0076, 0.1788], [-0.0181, -0.0082, 0.0006], [0.0219, -0.0045, -0.0149], [0.0121, 0.0337, 0.0201], [-0.0991, 0.0834, -0.0068], [0.0027, 0.0018, 0.0279], [-0.0359, -0.0296, 0.0246], [0.0067, 0.0042, -0.0257], [0.0112, -0.0104, 0.0099], [-0.0487, -0.0061, 0.0218], [0.0033, -0.0678, -0.0084], [0.0152, 0.0210, -0.0117], [-0.0057, -0.0230, -0.0259], [0.0109, 0.0126, -0.0128], [0.0071, -0.0023, -0.0014], [-0.0061, -0.0002, 0.0040], [0.0072, -0.0021, -0.0019], [-0.0214, 0.0193, 0.0168], [0.0082, -0.0158, 0.0141], [0.0163, 0.0077, 0.0140], [-0.0852, -0.0778, -0.0668], [-0.0631, -0.0107, -0.0413], [-0.0114, 0.0092, 0.1261], [-0.1494, 0.0490, 0.0475], [-0.1394, -0.1016, -0.0547], [-0.0358, 0.0894, -0.0330], [0.0054, -0.0045, 0.0128], [-0.0081, -0.0020, 0.0005], [-0.0001, -0.0332, -0.0028], [0.0041, 0.0172, 0.0032], [-0.0055, -0.0453, -0.0057], [-0.0037, -0.0042, 0.0024], [-0.0033, 0.0003, 0.0080], [0.0022, 0.0063, -0.0060], [0.0300, 0.0006, 0.0058], [-0.0491, -0.0437, -0.0417], [0.0182, -0.0065, 0.0234], [-0.0015, -0.0017, -0.0114]]}